Entry 1:
A 7-piece molecular cluster, C28H77N7O7 overall at a distorted geometry, computed with the ωB97M-V functional and the def2-TZVPD basis.

Calculated values
**SMILES**: COC[C@H](C)N.COC[C@H](C)N.COC[C@H](C)N.COC[C@H](C)N.COC[C@H](C)N.COC[C@H](C)N.COC[C@H](C)N
**LUMO level**: 0.545 eV
**Calculated total energy**: -2022.7494 a.u.
**HOMO level**: -0.3177 hartree
**Frontier orbital gap**: 9.19 eV
**Energy above the lowest of the compared OMol25 structures with the same formula, charge and spin**: 3.321 eV

CARTESIAN COORDINATES (ANGSTROEM)
C 22.769 -27.675 -9.297
O 22.644 -26.480 -8.548
C 22.320 -25.442 -9.458
C 22.031 -24.080 -8.821
C 20.767 -24.209 -7.916
N 21.850 -22.969 -9.753
H 22.022 -27.929 -10.050
H 22.891 -28.451 -8.539
H 23.748 -27.732 -9.794
H 23.143 -25.257 -10.157
H 21.379 -25.656 -9.980
H 22.829 -23.870 -8.099
H 20.533 -23.363 -7.272
H 21.072 -24.953 -7.170
H 19.952 -24.611 -8.517
H 20.934 -22.579 -9.571
H 22.451 -22.184 -9.531
C 26.615 -30.490 -14.344
O 26.049 -29.536 -13.464
C 25.226 -30.127 -12.487
C 25.851 -30.141 -11.095
C 26.913 -31.260 -10.870
N 24.820 -30.386 -10.066
H 27.396 -30.095 -14.987
H 25.816 -30.876 -14.993
H 26.962 -31.394 -13.833
H 24.411 -29.399 -12.371
H 24.795 -31.101 -12.736
H 26.321 -29.221 -10.742
H 27.431 -31.089 -9.925
H 27.659 -31.324 -11.658
H 26.458 -32.254 -10.805
H 23.893 -30.206 -10.453
H 24.773 -31.402 -9.986
C 29.315 -27.934 -10.773
O 29.206 -27.230 -9.563
C 27.963 -27.443 -8.925
C 27.706 -26.442 -7.771
C 26.295 -26.356 -7.228
N 28.164 -25.098 -8.079
H 30.232 -27.637 -11.286
H 28.503 -27.781 -11.490
H 29.441 -29.019 -10.666
H 27.195 -27.473 -9.715
H 27.970 -28.497 -8.603
H 28.412 -26.866 -7.049
H 25.521 -26.091 -7.955
H 26.295 -25.586 -6.461
H 25.964 -27.355 -6.931
H 29.157 -25.070 -8.268
H 27.664 -24.722 -8.876
C 33.637 -24.825 -9.608
O 32.939 -23.724 -9.078
C 31.956 -23.121 -9.895
C 30.796 -22.670 -9.052
C 29.491 -22.400 -9.825
N 31.193 -21.461 -8.324
H 34.296 -25.207 -8.831
H 34.272 -24.607 -10.471
H 32.899 -25.593 -9.851
H 32.338 -22.224 -10.397
H 31.643 -23.785 -10.708
H 30.607 -23.531 -8.393
H 28.631 -22.452 -9.159
H 29.275 -23.139 -10.607
H 29.482 -21.509 -10.458
H 30.386 -21.082 -7.840
H 31.838 -21.780 -7.606
C 32.599 -28.072 -8.466
O 32.714 -28.545 -7.133
C 31.757 -28.059 -6.237
C 31.205 -29.211 -5.338
C 30.322 -30.246 -6.107
N 30.397 -28.787 -4.233
H 32.454 -26.993 -8.453
H 31.777 -28.499 -9.050
H 33.528 -28.401 -8.927
H 32.159 -27.203 -5.688
H 30.839 -27.752 -6.762
H 32.042 -29.696 -4.827
H 29.510 -29.705 -6.589
H 30.139 -31.113 -5.485
H 30.971 -30.616 -6.914
H 30.818 -28.587 -3.340
H 29.643 -28.138 -4.401
C 31.912 -36.648 -12.623
O 32.071 -35.267 -12.438
C 30.901 -34.467 -12.485
C 31.309 -33.060 -12.045
C 30.112 -32.111 -12.063
N 32.374 -32.579 -12.955
H 31.250 -37.067 -11.855
H 32.889 -37.113 -12.521
H 31.476 -36.819 -13.615
H 30.454 -34.552 -13.484
H 30.127 -34.877 -11.821
H 31.694 -33.148 -11.028
H 29.868 -32.009 -13.123
H 30.317 -31.135 -11.635
H 29.312 -32.638 -11.542
H 33.218 -33.070 -12.683
H 32.157 -32.924 -13.884
C 29.929 -25.312 -5.205
O 30.581 -24.563 -4.206
C 30.221 -25.100 -2.914
C 30.893 -24.272 -1.850
C 31.560 -25.244 -0.831
N 29.951 -23.479 -0.999
H 28.858 -25.106 -5.312
H 30.044 -26.393 -5.173
H 30.291 -25.045 -6.201
H 29.136 -25.104 -2.796
H 30.661 -26.099 -2.902
H 31.614 -23.588 -2.295
H 31.971 -24.771 0.060
H 32.366 -25.844 -1.275
H 30.868 -26.006 -0.457
H 30.555 -23.023 -0.330
H 29.371 -24.154 -0.517

Entry 2:
A 2-piece molecular cluster, C37H37N2O3P overall at a distorted geometry, computed with the ωB97M-V functional and the def2-TZVPD basis.

Calculated values
**LUMO level**: -1.876 eV
**Calculated total energy**: -2108.6528 a.u.
**HOMO level**: -0.2147 hartree
**Frontier orbital gap**: 3.96 eV
**Energy above the lowest of the compared OMol25 structures with the same formula, charge and spin**: 1.726 eV

CARTESIAN COORDINATES (ANGSTROEM)
C 4.718 1.537 5.254
C 3.686 1.466 4.166
C 3.300 2.628 3.491
C 2.327 2.615 2.492
C 1.957 3.903 1.826
C 1.745 1.396 2.131
N 0.673 1.385 1.151
P 0.991 1.613 -0.533
H 0.377 -1.279 -0.628
N -0.665 1.975 -0.777
C -1.113 2.630 -1.990
C -1.927 1.948 -2.909
C -2.254 0.508 -2.692
C -2.462 2.633 -4.002
C -2.222 3.998 -4.182
C -2.828 4.724 -5.348
C -1.427 4.660 -3.240
C -0.877 3.998 -2.143
C -0.072 4.768 -1.144
C -1.360 2.105 0.419
C -0.616 1.785 1.493
C 2.093 0.221 2.818
C 1.397 -1.056 2.495
C 3.078 0.257 3.811
H 4.866 0.549 5.704
H 5.683 1.895 4.870
H 4.414 2.238 6.044
H 3.754 3.584 3.762
H 0.951 3.899 1.401
H 1.994 4.717 2.562
H 2.674 4.167 1.035
H -2.886 0.128 -3.502
H -1.356 -0.118 -2.683
H -2.802 0.348 -1.754
H -3.091 2.096 -4.719
H -2.537 5.779 -5.350
H -2.509 4.274 -6.299
H -3.926 4.670 -5.316
H -1.240 5.729 -3.357
H 0.028 5.801 -1.500
H -0.556 4.823 -0.158
H 0.945 4.370 -1.021
H -2.334 2.545 0.393
H -0.858 1.906 2.527
H 1.856 -1.884 3.042
H 0.320 -1.046 2.722
H 1.510 -1.281 1.430
H 3.371 -0.667 4.317
C -5.748 -2.501 -2.537
O -4.584 -2.954 -3.270
C -3.370 -2.901 -2.654
C -3.187 -2.423 -1.330
C -1.912 -2.123 -0.892
C -0.812 -2.402 -1.713
C 0.551 -2.158 -1.174
C 1.041 -2.956 -0.029
C 2.460 -3.201 0.197
O 3.414 -2.713 -0.409
C 2.523 -4.095 1.395
C 1.221 -4.393 1.813
C 0.977 -5.015 3.027
C 2.058 -5.359 3.840
C 3.369 -5.074 3.413
C 3.606 -4.436 2.193
C 0.248 -3.721 0.896
O -0.975 -3.825 1.044
C -0.969 -2.943 -2.978
C -2.234 -3.202 -3.440
H -6.590 -2.694 -3.206
H -5.892 -3.044 -1.595
H -5.690 -1.427 -2.324
H -4.046 -2.239 -0.679
H -1.794 -1.755 0.131
H 1.359 -1.967 -1.893
H -0.050 -5.203 3.333
H 1.890 -5.851 4.799
H 4.205 -5.360 4.050
H 4.613 -4.197 1.861
H -0.086 -3.181 -3.556
H -2.390 -3.629 -4.419

Entry 3:
A 2-piece molecular cluster, C6H14N3S overall at a distorted geometry, computed with the ωB97M-V functional and the def2-TZVPD basis.

Calculated values
**LUMO level**: -4.674 eV
**Calculated total energy**: -799.1151 a.u.
**HOMO level**: -0.5050 hartree
**Net charge**: +1
**Frontier orbital gap**: 9.07 eV
**Energy above the lowest of the compared OMol25 structures with the same formula, charge and spin**: 3.591 eV

CARTESIAN COORDINATES (ANGSTROEM)
C -0.946 -1.164 0.339
C 2.068 0.808 0.414
C 1.957 -1.698 0.843
C 1.832 -0.815 -1.452
C -3.939 1.258 0.192
C 1.410 -0.565 -0.020
N -1.755 1.602 -0.338
N -0.046 -0.353 0.044
N -2.622 0.820 -0.072
S -1.818 -2.348 0.818
H 3.114 0.660 0.236
H 1.811 1.673 -0.111
H 1.952 1.032 1.483
H 1.468 -2.649 0.317
H 1.709 -1.582 1.893
H 3.025 -1.769 0.844
H 1.613 -1.840 -1.942
H 1.503 -0.001 -2.187
H 2.866 -0.543 -1.668
H -4.691 0.503 -0.082
H -4.004 2.211 -0.321
H -3.989 1.509 1.248
H -2.069 2.660 -0.258
H -0.449 0.594 -0.219

Entry 4:
One molecule with the formula C7H6N4S at a distorted geometry, computed with the ωB97M-V functional and the def2-TZVPD basis.

Calculated values
**SMILES**: N#C\C=C/C(C#N)=C\N=C(\N)S
**LUMO level**: -0.673 eV
**Calculated total energy**: -887.4651 a.u.
**HOMO level**: -0.3189 hartree
**Frontier orbital gap**: 8.01 eV
**Energy above the lowest of the compared OMol25 structures with the same formula, charge and spin**: 2.974 eV

CARTESIAN COORDINATES (ANGSTROEM)
N 0.800 2.249 -1.358
C 0.959 1.110 -1.236
C 1.392 -0.207 -1.021
C 0.613 -1.255 -0.893
C -0.820 -1.265 -0.660
C -1.507 -2.375 -1.198
N -2.054 -3.246 -1.723
C -1.579 -0.356 0.016
N -1.173 0.730 0.730
C -0.065 1.025 1.346
N 0.310 2.346 1.539
S 1.048 -0.087 1.972
H 2.422 -0.366 -1.421
H 0.903 -2.373 -0.940
H -2.690 -0.606 0.085
H 1.135 2.697 2.008
H -0.166 3.116 1.135
H 0.473 -1.137 1.616

Entry 5:
C44H98N6O6 as an isolated structure at a distorted geometry, computed with the ωB97M-V functional and the def2-TZVPD basis.

Calculated values
**LUMO level**: 0.390 eV
**Calculated total energy**: -2514.1093 a.u.
**HOMO level**: -0.2308 hartree
**Frontier orbital gap**: 6.67 eV
**Energy above the lowest of the compared OMol25 structures with the same formula, charge and spin**: 24.921 eV

CARTESIAN COORDINATES (ANGSTROEM)
C 3.716 2.877 3.051
C 4.096 1.528 2.464
C 4.840 1.750 1.175
O 5.462 0.571 0.695
C 4.780 -0.633 0.455
N 4.913 0.783 3.420
H 4.427 3.109 3.844
H 2.733 2.768 3.511
H 3.702 3.641 2.273
H 3.212 0.987 2.130
H 5.636 2.464 1.387
H 4.256 2.206 0.376
H 4.650 -1.087 1.437
H 5.453 -1.219 -0.171
H 3.799 -0.506 -0.002
H 5.701 1.335 3.729
H 5.432 0.126 2.855
C -0.912 0.527 -0.640
C 0.538 1.106 -0.602
C 1.181 0.773 0.783
O 1.192 -0.601 0.949
C 1.177 -0.848 2.348
N 1.425 0.600 -1.657
H -1.324 0.390 -1.639
H -1.672 1.236 -0.312
H -1.064 -0.383 -0.058
H 0.501 2.193 -0.542
H 0.468 1.168 1.508
H 2.212 1.126 0.797
H 0.210 -0.768 2.845
H 2.042 -0.402 2.840
H 1.488 -1.880 2.504
H 1.584 -0.393 -1.561
H 2.338 0.943 -1.393
C -1.784 -0.677 -2.965
C -3.083 0.188 -3.254
C -3.125 1.110 -2.037
C -4.197 2.192 -2.318
C -3.710 3.076 -3.587
C -3.666 2.191 -4.858
N -2.869 0.970 -4.547
O -2.615 0.171 -5.725
C -5.104 1.861 -5.285
C -2.842 3.072 -5.878
C -4.271 -0.841 -3.246
H -0.882 -0.098 -2.764
H -1.590 -1.248 -3.873
H -1.880 -1.405 -2.160
H -3.493 0.608 -1.142
H -2.187 1.598 -1.773
H -4.243 2.938 -1.525
H -5.189 1.752 -2.410
H -2.676 3.322 -3.345
H -4.248 4.014 -3.725
H -5.730 1.421 -4.509
H -5.656 2.778 -5.493
H -5.170 1.248 -6.183
H -2.016 3.645 -5.456
H -2.572 2.514 -6.774
H -3.483 3.880 -6.231
H -5.166 -0.364 -3.645
H -4.648 -1.245 -2.306
H -4.020 -1.713 -3.849
H -1.819 0.526 -6.129
C -0.086 1.837 -6.769
C 0.802 1.324 -5.647
C -0.082 0.661 -4.538
C 0.655 -0.061 -3.480
C 1.630 -1.106 -4.158
C 2.532 -0.596 -5.350
N 1.710 0.309 -6.281
O 2.515 0.659 -7.377
C 3.794 0.072 -4.811
C 2.827 -1.893 -6.189
C 1.560 2.460 -5.019
H 0.427 2.317 -7.602
H -0.749 2.643 -6.454
H -0.593 0.984 -7.220
H -0.594 1.447 -3.982
H -0.683 -0.116 -5.010
H -0.001 -0.612 -2.806
H 1.263 0.603 -2.864
H 0.937 -1.912 -4.399
H 2.248 -1.623 -3.424
H 3.710 0.622 -3.874
H 4.402 -0.813 -4.627
H 4.449 0.603 -5.501
H 1.982 -1.952 -6.876
H 3.580 -1.629 -6.932
H 3.322 -2.720 -5.681
H 2.253 2.073 -4.272
H 0.907 3.174 -4.515
H 2.050 2.951 -5.860
H 1.893 0.340 -8.034
C -2.691 -1.579 -0.053
C -3.534 -1.869 1.229
C -2.532 -2.196 2.284
C -1.747 -0.925 2.773
C -2.809 0.031 3.265
C -4.047 0.422 2.392
N -4.505 -0.869 1.828
O -5.672 -0.634 0.996
C -5.048 0.884 3.523
C -3.892 1.578 1.367
C -4.417 -3.170 1.087
H -1.882 -2.290 -0.220
H -2.277 -0.577 0.062
H -3.312 -1.621 -0.948
H -2.972 -2.782 3.091
H -1.696 -2.833 1.995
H -1.145 -0.456 1.995
H -1.153 -0.945 3.686
H -2.211 0.933 3.392
H -3.047 -0.250 4.291
H -4.795 1.733 4.157
H -5.973 1.206 3.045
H -5.179 0.036 4.194
H -3.577 2.487 1.880
H -3.125 1.260 0.660
H -4.776 1.807 0.772
H -5.162 -2.884 0.344
H -5.098 -3.377 1.913
H -3.911 -4.051 0.692
H -6.473 -0.552 1.518
C 0.208 -2.636 4.830
C 1.402 -1.650 5.290
C 0.764 -0.850 6.491
C 1.864 -0.120 7.250
C 2.985 -1.162 7.629
C 3.672 -2.081 6.563
N 2.617 -2.516 5.556
O 3.274 -3.298 4.534
C 4.943 -1.384 5.940
C 4.153 -3.345 7.398
C 1.728 -0.710 4.146
H 0.636 -3.270 4.053
H -0.500 -2.005 4.292
H -0.132 -3.256 5.659
H -0.052 -0.201 6.172
H 0.384 -1.677 7.092
H 1.596 0.301 8.219
H 2.372 0.643 6.661
H 2.785 -1.768 8.512
H 3.766 -0.512 8.025
H 5.799 -1.232 6.597
H 5.308 -1.847 5.023
H 4.585 -0.370 5.758
H 4.493 -4.106 6.696
H 5.111 -3.092 7.851
H 3.521 -3.876 8.110
H 2.653 -0.153 4.293
H 0.942 0.023 3.967
H 1.946 -1.215 3.204
H 2.909 -4.165 4.728

Entry 6:
C5H8O as an isolated structure at a distorted geometry, computed with the ωB97M-V functional and the def2-TZVPD basis.

Calculated values
**LUMO level**: 1.093 eV
**Calculated total energy**: -270.3829 a.u.
**HOMO level**: -0.2762 hartree
**Frontier orbital gap**: 8.61 eV
**Energy above the lowest of the compared OMol25 structures with the same formula, charge and spin**: 4.761 eV

CARTESIAN COORDINATES (ANGSTROEM)
C 1.510 -0.298 0.516
C 0.675 0.478 -0.434
C -0.647 0.048 -0.906
C -1.252 -0.821 0.198
O -1.171 0.268 1.148
C -0.856 1.112 0.075
H 1.295 -1.313 0.849
H 2.054 0.289 1.289
H 1.916 -0.481 -0.585
H 1.232 1.279 -0.912
H -0.912 0.005 -1.949
H -0.708 -1.706 0.539
H -2.299 -1.046 -0.003
H -0.839 2.185 0.175